# C33H67ClF4O26SSi2

A structure of composition C33H67ClF4O26SSi2 at a distorted geometry (ωB97M-V with the def2-TZVPD basis set, the Open Molecules 2025 dataset).

Output
* electronic energy: -138531.03572 eV
* Kohn-Sham gap: 0.3576 Eh

```
! RIJCOSX wB97M-V def2-TZVPD def2/J DEFGRID3
* xyz 0 1
C 4.6677 5.0838 0.2772
C 3.2209 5.4305 0.5588
Si 2.1142 4.9171 -0.8330
S 3.0803 5.5306 -2.6272
Cl 2.0470 2.8459 -0.8902
O 0.6471 5.6097 -0.8529
Si -0.3193 5.7968 0.4817
C 0.2303 7.1003 1.7182
C 0.6790 8.4183 1.1435
F 1.1741 8.2876 -0.1200
C -0.6361 4.2075 1.4437
C -2.1040 4.0764 1.8417
C -2.8036 3.1596 0.9300
F -2.3839 3.2492 -0.3004
F -4.0770 3.3159 0.9489
F -2.5880 1.9165 1.2981
C -1.9866 6.3825 -0.1982
O -1.6814 7.3196 -1.2181
C -2.7925 7.6098 -2.0285
H 5.2772 5.4045 1.0874
H 5.0372 5.5625 -0.5964
H 4.7875 4.0317 0.2022
H 3.1585 6.4958 0.6776
H 2.9523 4.9899 1.4968
H 2.4528 4.7916 -3.5345
H 0.9576 6.7320 2.4026
H -0.6343 7.3027 2.3125
H -0.1363 9.1045 1.1107
H 1.4645 8.8168 1.7388
H -0.0462 4.2009 2.3305
H -0.3841 3.3353 0.8944
H -2.1472 3.6043 2.7907
H -2.6158 5.0048 1.9589
H -2.5523 6.8658 0.5754
H -2.5438 5.5771 -0.6385
H -3.6959 7.5110 -1.4674
H -2.8435 6.9429 -2.8632
H -2.7325 8.6216 -2.3506
C 4.1012 0.4146 0.2833
O 5.1575 0.1636 1.2135
C 6.3297 -0.0461 0.6222
O 6.5319 -0.0365 -0.5620
O 7.2484 -0.2617 1.5613
C 8.5593 -0.4938 1.0394
H 3.1979 0.5731 0.8627
H 4.3117 1.3060 -0.2983
H 3.9596 -0.4401 -0.3747
H 8.9081 0.3698 0.4789
H 8.5708 -1.3795 0.4085
H 9.2084 -0.6524 1.8929
C -1.3947 -4.4492 -0.6826
O -1.3385 -3.2989 -1.5345
C -1.8262 -2.1900 -0.9773
O -2.2481 -2.1000 0.1454
O -1.7704 -1.2105 -1.8740
C -2.2522 0.0484 -1.3916
H -0.9571 -5.2696 -1.2414
H -0.8208 -4.2931 0.2272
H -2.4255 -4.6953 -0.4391
H -1.6472 0.3924 -0.5578
H -3.2952 -0.0315 -1.0969
H -2.1686 0.7584 -2.2074
C 1.6404 3.7003 -8.7407
O 0.8185 2.5929 -8.3571
C 0.3570 2.6674 -7.1048
O 0.5777 3.5545 -6.3284
O -0.3887 1.5931 -6.8663
C -0.9477 1.5487 -5.5483
H 1.9420 3.5160 -9.7665
H 1.0791 4.6297 -8.6927
H 2.5245 3.7587 -8.1112
H -1.6037 2.3992 -5.3808
H -0.1608 1.5242 -4.7987
H -1.5259 0.6322 -5.4914
C 0.7569 -8.9720 3.9314
O 0.8373 -7.7884 3.1335
C 0.2889 -6.7142 3.6916
O -0.2500 -6.6796 4.7695
O 0.4256 -5.6945 2.8476
C -0.0937 -4.4471 3.3220
H 1.2370 -9.7603 3.3615
H 1.2831 -8.8364 4.8731
H -0.2803 -9.2413 4.1157
H 0.4301 -4.1315 4.2215
H -1.1619 -4.5217 3.5129
H 0.0701 -3.7140 2.5387
C -6.9940 -0.5930 -5.2549
O -6.1897 -1.7474 -5.5023
C -4.9356 -1.6452 -5.0681
O -4.4605 -0.6908 -4.5085
O -4.3037 -2.7760 -5.3578
C -2.9339 -2.8033 -4.9429
H -7.9781 -0.8121 -5.6556
H -7.0743 -0.4017 -4.1875
H -6.5843 0.2771 -5.7621
H -2.8560 -2.6942 -3.8650
H -2.3669 -2.0204 -5.4407
H -2.5338 -3.7688 -5.2337
C -5.3045 -2.6574 6.6303
O -3.9821 -2.9902 7.0565
C -3.6664 -4.2787 6.9059
O -4.3880 -5.1295 6.4588
O -2.4224 -4.4479 7.3343
C -1.9302 -5.7954 7.2345
H -5.4264 -1.5937 6.8068
H -5.4299 -2.8630 5.5701
H -6.0443 -3.2056 7.2086
H -1.9196 -6.1246 6.2052
H -2.5319 -6.4658 7.8451
H -0.9119 -5.7837 7.6094
C 4.2972 -3.4284 8.4830
O 3.1832 -2.7829 9.0946
C 2.0020 -3.2423 8.6941
O 1.8236 -4.1242 7.8942
O 1.0586 -2.5689 9.3362
C -0.2724 -2.9725 9.0036
H 5.1854 -2.9620 8.8962
H 4.3044 -4.4901 8.7202
H 4.2804 -3.2829 7.4074
H -0.4322 -4.0154 9.2627
H -0.4758 -2.8118 7.9499
H -0.9437 -2.3553 9.5911
C 1.8243 -4.4482 -6.4484
O 2.0884 -3.0657 -6.6872
C 1.2618 -2.4924 -7.5627
O 0.3547 -3.0402 -8.1326
O 1.6135 -1.2205 -7.6895
C 0.8086 -0.4638 -8.6060
H 2.5620 -4.7821 -5.7260
H 0.8279 -4.5837 -6.0342
H 1.9308 -5.0244 -7.3644
H -0.2244 -0.4407 -8.2802
H 0.8787 -0.8817 -9.6092
H 1.1920 0.5442 -8.6108
*
```

Mulliken atomic charge list, values in e, 2 entries: atom 1 (C): -1.5332, atom 2 (C): -0.2676

---

# H2N2O3S2

An isolated molecule of H2N2O3S2 at a distorted geometry (ωB97M-V with the def2-TZVPD basis set, the Open Molecules 2025 dataset).

Output
* electronic energy: -30821.23180 eV
* ΔE to the lowest compared entry with this formula, charge and spin: 1.822 eV
* Kohn-Sham gap: 0.3176 Eh

```
! RIJCOSX wB97M-V def2-TZVPD def2/J DEFGRID3
* xyz 0 1
N -1.1314 1.5216 2.0995
N -0.2205 0.0998 -0.3075
O -0.1259 -0.7807 2.0137
O -1.9666 -0.3766 3.6005
O -2.3671 -0.2994 1.0025
S -1.2287 -0.0071 2.4584
S -1.5810 0.7861 0.2167
H 0.1253 -0.7318 0.1034
H 0.4241 0.7334 -0.7625
*
```

natural (NBO) atomic charge list, values in e, 2 entries: atom 1 (N): -0.9762, atom 2 (N): -1.0182

---

# C7H8

An isolated molecule of C7H8 at a distorted geometry (ωB97M-V with the def2-TZVPD basis set, the Open Molecules 2025 dataset).

Output
* electronic energy: -7383.90083 eV
* ΔE to the lowest compared entry with this formula, charge and spin: 4.846 eV
* Kohn-Sham gap: 0.3855 Eh
* SMILES: C#CC[C@H](C)C#C

```
! RIJCOSX wB97M-V def2-TZVPD def2/J DEFGRID3
* xyz 0 1
C 2.5805 0.6713 0.2316
C 1.5798 1.0804 -0.3064
C 0.2442 1.0521 -0.9016
C -0.2878 -0.0215 0.1022
C -0.0556 -1.4651 -0.3829
C -1.5931 0.2010 0.6975
C -2.5571 0.3892 1.3913
H 3.1271 0.1146 0.9587
H 0.3344 0.7211 -1.9437
H -0.3325 1.9844 -0.8746
H 0.3806 0.2416 0.9570
H -0.9113 -1.8465 -0.9524
H 0.8361 -1.5358 -1.0177
H 0.0901 -2.1257 0.4756
H -3.4149 0.5539 1.9986
*
```

natural (NBO) atomic charge list, values in e, 2 entries: atom 1 (C): -0.2710, atom 2 (C): 0.0013

---

# C3H9NO2

A cluster of 2 separate species, C3H9NO2 in total at a distorted geometry (ωB97M-V with the def2-TZVPD basis set, the Open Molecules 2025 dataset).

Output
* electronic energy: -8842.03354 eV
* ΔE to the lowest compared entry with this formula, charge and spin: 0.922 eV
* Kohn-Sham gap: 0.3781 Eh
* SMILES: CC(=O)O.CN

```
! RIJCOSX wB97M-V def2-TZVPD def2/J DEFGRID3
* xyz 0 1
C 0.3349 -1.5488 -2.1851
C -0.1481 -0.8800 -0.9863
O 0.1116 -1.1507 0.1626
O -0.9316 0.2319 -1.2540
H -0.4599 -1.9939 -2.7801
H 1.0408 -2.3177 -1.8734
H 0.8826 -0.8695 -2.8375
H -1.0676 0.6203 -0.3596
C -0.3059 1.2607 2.2597
N 0.8287 1.7925 1.4716
H 0.0603 0.5327 2.9810
H -0.9131 0.5711 1.6730
H -0.9085 2.0832 2.6232
H 1.6292 1.9213 2.0814
H 1.1581 1.0338 0.8839
*
```

natural (NBO) atomic charge list, values in e, 2 entries: atom 1 (C): -0.7357, atom 2 (C): 0.7929